1.
# C4H5Br2N

A cluster of 2 separate species, C4H5Br2N in total in a non-equilibrium geometry (ωB97M-V with the def2-TZVPD basis set, OMol25).

Values from the calculation:
energy relative to the best compared isomer or geometry (same formula, charge and spin) = 3.429 eV
calculated total energy = -145799.6856 eV

Last column: Löwdin charge in e.
Geometry (Å):
H1 0.52027 0.88997 1.95248  0.0434
Br1 -2.33244 -0.31268 0.76738  0.8577
C1 0.30225 -2.00460 -0.85967  -0.2790
C2 0.44534 0.07198 1.33353  -0.5747
H2 -0.73886 0.83392 -1.87379  0.1138
H3 -0.93304 2.01083 -0.65107  0.0821
C3 -0.60683 0.11242 0.20677  -0.7701
H4 0.39926 -0.81646 1.88401  0.0204
N1 0.60832 -2.99523 -1.34202  -0.0506
Br2 2.24997 -0.27088 0.59128  0.6710
H5 0.53028 1.38416 -1.16530  0.0659
C4 -0.44452 1.09658 -0.84360  -0.1800

2.
# C7H17NOS

A cluster of 2 separate species, C7H17NOS in total in a non-equilibrium geometry (ωB97M-V with the def2-TZVPD basis set, OMol25).

Values from the calculation:
energy relative to the best compared isomer or geometry (same formula, charge and spin) = 7.071 eV
calculated total energy = -21901.1350 eV
SMILES = CC=[S@@H](=N)O.C=C(C)CC

Last column: Löwdin charge in e.
Geometry (Å):
H1 1.30386 1.51601 -0.10011  0.1096
S1 -1.84884 0.18560 0.23451  0.8781
H2 -4.94417 -0.69427 0.10937  0.0999
H3 2.07398 -0.62320 2.27849  0.0770
C1 1.42447 -1.74925 -0.24569  0.0090
H4 -5.18759 1.10548 -0.08259  0.0408
C2 2.94775 1.15150 -1.53083  -0.1070
H5 2.62869 1.67489 -2.43822  0.0557
H6 3.35101 1.90961 -0.85048  0.0600
C3 1.71039 0.67914 -0.72721  -0.2608
C4 2.69743 -0.41466 1.41392  -0.0602
H7 -3.98306 0.27548 -1.00791  0.0530
O1 -1.72701 -1.11496 -1.03719  -0.2699
H8 -1.48332 1.20736 -0.63065  0.0957
C5 1.87804 -0.56210 0.16766  -0.3959
C6 -3.37220 0.49916 0.86441  -0.4169
H9 3.61431 0.22271 -1.89830  0.1272
H10 1.46862 -2.73088 0.25290  0.0792
H11 -1.28189 -1.70289 -0.47019  -0.0278
H12 -1.06373 -0.03735 2.13824  -0.0111
H13 2.89909 0.62055 1.61843  0.0677
C7 -4.49675 0.33694 -0.05031  -0.1903
H14 -3.31085 0.22162 1.92831  0.0625
N1 -0.75140 0.30189 1.28281  -0.2468
H15 0.99375 0.31544 -1.49661  0.0915
H16 0.87733 -1.63269 -1.13276  0.0221
H17 3.58208 -0.96113 1.40999  0.0578

3.
# C30H71F3N2O10Y

A structure of composition C30H71F3N2O10Y in a non-equilibrium geometry (ωB97M-V with the def2-TZVPD basis set, OMol25).

Values from the calculation:
charge = +1
calculated total energy = -64888.5280 eV

Last column: Löwdin charge in e.
Geometry (Å):
H1 0.56134 0.68256 -0.11740  0.1323
O1 -3.30147 -3.96774 -2.57400  -0.1088
C1 5.28566 6.26421 1.48069  -0.0152
H2 -11.09481 -0.21241 -0.27692  0.0698
C2 4.99416 -5.75137 -3.29379  -0.1672
H3 1.26236 7.67453 2.74934  0.1224
H4 0.23850 3.29355 -3.24183  0.0040
H5 6.12720 5.80210 0.96458  0.0778
H6 0.53283 8.35948 0.08973  0.0852
H7 1.56436 7.71555 -1.10053  0.0775
H8 4.29460 7.14378 -0.58757  0.0656
H9 4.83612 4.13579 -0.45144  0.0693
H10 4.51353 -7.70511 -1.48815  0.0747
O2 -0.21237 0.48743 -2.00347  -0.3054
H11 -10.64006 0.33829 1.29235  0.0754
C3 3.99364 5.45745 1.17231  -0.4280
H12 -4.47674 3.36042 2.83473  0.0766
H13 -7.44204 4.04504 4.22562  0.0856
C4 4.49584 -7.09391 -0.58582  -0.0216
H14 -5.54526 4.91311 4.56778  0.1330
H15 -8.68425 0.39107 -1.04486  0.1206
H16 -4.41495 2.08368 4.19389  0.0804
H17 -8.53077 -1.62113 0.58922  0.0853
O3 0.37081 4.17977 -3.57850  -0.0533
H18 -5.69436 0.89917 -3.04612  0.0561
H19 -5.43447 -0.53681 -2.64326  0.0446
H20 -2.44118 -9.27238 -1.06462  0.0861
H21 7.09515 -6.49123 -1.31834  0.0709
H22 5.18687 3.51523 1.09671  0.0803
H23 6.87147 -2.63903 -0.24485  0.0743
O4 -3.41497 -6.23662 -2.14704  -0.1184
C5 5.77858 -4.59182 -2.87506  -0.2018
H24 -2.33618 -0.12627 -0.38978  0.0680
H25 0.34703 6.73350 -0.52992  0.0843
H26 -1.40307 0.00259 1.08864  0.0863
H27 -3.89816 -4.73693 -0.88231  0.1637
H28 5.29856 -5.32021 1.18368  0.0861
C6 -0.24052 0.14642 -0.62500  -0.4319
H29 1.73144 -5.51262 -0.86884  0.0746
C7 2.53913 6.08516 3.12463  -0.1993
C8 -8.29365 -0.57317 0.77268  -0.0682
C9 -4.12211 -4.94682 -1.92821  -0.2948
N1 3.03336 6.18381 0.28602  -0.1245
O5 -6.70232 3.49016 3.96771  -0.0859
H30 3.02173 0.45660 -2.88492  0.0149
O6 5.09427 -4.44944 0.83494  -0.0114
H31 -8.28180 1.86805 1.31723  0.0838
H32 3.72306 8.74881 0.41151  0.0665
H33 5.36722 -3.63072 -3.18357  0.1067
O7 -8.66461 1.84351 0.43720  -0.0667
H34 6.72698 -4.64148 -3.41000  0.1213
H35 -8.38604 -0.44096 1.85068  0.0879
H36 -4.82598 3.86059 6.58287  0.0841
H37 -1.66838 1.47176 0.13419  0.0818
H38 -2.82860 -6.82408 -0.22207  0.1153
H39 -7.27594 -0.46884 0.39653  0.0695
H40 3.04936 -4.75066 -2.63151  0.1023
C10 6.07961 -4.37783 -1.36232  -0.4289
C11 3.86271 -5.69134 -0.84164  -0.4605
N2 4.85013 -4.59013 -0.52993  -0.1332
H41 5.52387 -7.03761 -0.22792  0.0578
H42 8.08659 -5.17553 -1.62085  0.0805
H43 -3.38942 3.54800 4.15274  0.0754
C12 -5.67358 -5.09439 -2.16015  -0.5048
H44 3.57711 8.46053 2.06726  0.0706
C13 -4.36241 3.13031 3.89402  -0.0351
H45 -3.03307 -8.66626 -2.56181  0.0822
F1 -5.94908 -5.84417 -3.23225  0.1619
C14 -3.28925 -7.23426 -1.12077  -0.2813
H46 -4.30661 -7.46613 -0.80560  0.1130
C15 1.08009 7.45068 -0.16063  -0.0507
H47 5.88533 -2.11937 -1.64459  0.0661
H48 5.44034 -6.74401 -3.23293  0.1042
H49 3.20577 6.82510 3.56757  0.1076
C16 1.50515 6.78133 2.17373  -0.1187
H50 5.53735 6.08132 2.52534  0.0869
H51 2.98125 -6.53835 -2.56055  0.1017
H52 0.67090 6.10515 1.98686  0.1205
H53 1.91216 5.76391 3.95638  0.1107
C17 2.55381 -5.36293 -0.16927  -0.0357
H54 3.43640 3.52424 0.48745  0.0649
O8 3.87039 0.54416 -3.31889  -0.0465
C18 -1.50112 0.39620 0.07693  -0.1171
H55 2.52716 -4.34887 0.22959  0.0863
H56 -6.59544 3.84953 6.58632  0.0850
H57 7.48369 -2.62646 -1.84870  0.0779
H58 2.59125 4.12175 2.36111  0.1145
C19 3.26082 4.97366 2.47951  -0.1676
H59 -1.51936 -7.96103 -1.95355  0.0826
F2 -6.23999 -5.78595 -1.17679  0.1496
C20 -5.70922 3.46190 6.08385  -0.0692
H60 -0.07960 -0.92236 -0.48391  0.1054
O9 3.60143 6.57764 -0.93485  -0.0022
C21 -5.50271 3.82778 4.65905  -0.5101
H61 -10.94225 1.53067 -0.02417  0.0763
H62 -5.69245 2.37746 6.19244  0.0838
H63 7.41295 -5.36669 0.00866  0.0776
C22 -10.51808 0.55984 0.23210  -0.0536
H64 3.93962 -7.66389 0.15840  0.0757
C23 -8.97516 0.51484 -0.00172  -0.4811
F3 -6.35894 -3.86540 -2.13896  0.0771
C24 2.13947 7.18185 0.86713  -0.5131
H65 5.21074 7.30377 1.16163  0.0605
C25 2.96868 8.52234 1.16500  -0.0137
H66 4.74948 -5.64764 -4.35089  0.1057
C26 -2.49020 -8.36464 -1.66604  -0.0677
C27 3.61831 -5.66148 -2.44494  -0.0941
O10 -5.02561 0.21483 -3.07232  -0.1026
C28 4.40121 4.02845 0.54226  -0.0303
C29 7.19177 -5.43762 -1.05630  -0.0444
H67 2.43445 -6.06841 0.65301  0.0767
H68 4.15936 -0.35663 -3.46488  0.0216
C30 6.58906 -2.86432 -1.27323  -0.0179
H69 1.01406 4.56820 -2.98556  0.0342
H70 2.29066 9.37511 1.19920  0.0827
H71 3.97802 4.63077 3.22528  0.1192
Y1 -2.14771 -0.43900 -4.67170  1.7404

4.
# C4H8FN

A structure of composition C4H8FN in a non-equilibrium geometry (ωB97M-V with the def2-TZVPD basis set, OMol25).

Values from the calculation:
energy relative to the best compared isomer or geometry (same formula, charge and spin) = 4.491 eV
calculated total energy = -8480.5471 eV

Last column: Löwdin charge in e.
Geometry (Å):
H1 0.19866 -1.74994 -1.26735  0.2334
H2 -1.33771 1.69616 1.18047  0.2045
H3 2.00556 -1.62025 -0.50723  0.1016
C1 -0.58461 -0.08335 0.06024  -0.6203
H4 2.88114 -0.74389 0.90082  0.0146
C2 -0.98088 1.29460 -0.01359  -0.1718
H5 -0.26818 1.85866 -0.63474  0.1293
H6 -1.59760 -0.68736 -1.37082  0.0881
H7 0.90008 0.75103 1.65329  0.1343
C3 1.95886 -0.70081 0.36738  -0.0151
H8 -1.20074 -0.51486 0.77758  0.1158
N1 -0.60088 -0.69501 -1.11363  0.0137
F1 -2.22415 1.10667 -0.70619  -0.1074
C4 0.85046 0.08834 0.67376  -0.1208

5.
# C9H11F2N4OSSn

A structure of composition C9H11F2N4OSSn (ωB97M-V with the def2-TZVPD basis set, OMol25).

Values from the calculation:
energy relative to the best compared isomer or geometry (same formula, charge and spin) = 0.000 eV
charge = +1
calculated total energy = -39614.7997 eV

Last column: Löwdin charge in e.
Geometry (Å):
C1 1.72615 0.99609 1.55327  -0.0657
H1 -0.71769 4.33836 -0.49895  0.0883
H2 1.90262 1.94368 1.06072  0.1289
C2 2.07317 -0.59325 3.29554  -0.0039
C3 1.14041 -1.42513 2.68810  0.0237
H3 2.56152 -0.90332 4.20934  0.1274
C4 2.36678 0.63475 2.72728  -0.0043
H4 0.88228 -2.38662 3.10975  0.1307
C5 -2.47759 -1.21451 -1.90866  -0.7911
H5 -3.85146 -1.36284 -3.41255  0.1065
H6 2.18294 0.61019 -2.78347  0.1186
C6 -1.05403 3.30511 -0.43254  -0.1845
H7 -0.83409 -2.72980 1.20080  0.1511
O1 0.07486 2.47135 -0.68873  -0.4382
F1 2.59008 -0.63477 -1.27027  -0.0053
C7 0.53819 -0.99627 1.52202  -0.2357
Sn1 -0.05086 0.56761 -1.06502  1.1863
S1 -2.09864 0.43684 -2.38349  0.7111
N1 -0.98938 -1.26974 -0.23770  -0.1415
H8 -1.45780 3.13252 0.56845  0.0835
C8 -0.48791 -1.77466 0.82239  -0.0108
H9 3.07937 1.30912 3.17875  0.1241
F2 1.29069 -1.17246 -2.96201  -0.0029
N2 -3.42303 -1.81694 -2.62560  0.1192
C9 1.68984 -0.14498 -2.17108  -0.4158
N3 -1.95370 -1.90820 -0.91945  0.0236
H10 -3.68945 -2.75919 -2.38689  0.1265
N4 0.83933 0.19079 0.97273  -0.0030
H11 -1.85258 3.15628 -1.16274  0.0534

6.
# C2HBr2Cl3S

A cluster of 2 separate species, C2HBr2Cl3S in total in a non-equilibrium geometry (ωB97M-V with the def2-TZVPD basis set, OMol25).

Values from the calculation:
energy relative to the best compared isomer or geometry (same formula, charge and spin) = 2.913 eV
calculated total energy = -190573.9893 eV

Last column: Löwdin charge in e.
Geometry (Å):
Cl1 0.12625 1.11249 -2.07601  0.4949
C1 0.88120 -0.27674 -1.41073  -1.6503
Br1 -0.15905 2.35301 0.87680  0.6548
Br2 2.77793 -0.11417 -1.38184  0.6099
Cl2 -1.97111 -1.92999 0.59645  0.0366
H1 0.43599 0.17523 2.01588  0.0083
Cl3 0.20304 -1.81964 -1.78472  0.5138
C2 -0.40393 0.59228 1.46754  -1.1160
S1 -1.89031 -0.09249 1.69663  0.4479

7.
# C5H6FNOS

A cluster of 2 separate species, C5H6FNOS in total in a non-equilibrium geometry (ωB97M-V with the def2-TZVPD basis set, OMol25).

Values from the calculation:
energy relative to the best compared isomer or geometry (same formula, charge and spin) = 3.662 eV
calculated total energy = -22368.2379 eV

Last column: Löwdin charge in e.
Geometry (Å):
C1 2.00279 1.35757 -0.20107  -0.2534
H1 -2.26636 0.54417 1.59697  0.0760
N1 0.78118 1.09610 -0.05678  0.0629
C2 2.85007 0.23033 -0.09817  -0.3449
F1 -0.76552 -1.76572 1.17713  0.0354
O1 -1.23254 -1.17999 -1.77147  -0.3031
H2 2.37971 2.34479 -0.21721  0.1034
H3 -2.06491 -1.58469 -2.01731  -0.0724
C3 0.51056 -0.20276 0.14712  -0.5426
C4 -2.17270 0.20125 0.61957  0.0317
H4 -2.18234 0.96575 -0.00845  0.0411
H5 -2.87832 -0.52398 0.31111  0.0861
C5 -0.82858 -0.54279 0.52253  -0.1300
S1 1.91635 -1.18522 0.02281  1.1307
H6 3.95060 0.24518 -0.02678  0.0793